C37H40BMoN12O2 | wB97M-V/def2-TZVPD

The HOMO-LUMO gap (spin up / spin down) is 6.2 / 6.0 eV. The value obtained for the HOMO energy (spin up / spin down) is -9.255 / -9.928 eV. As for the multiplicity: 3. As for the expectation value of S²: 2.06. The strongest force on any atom comes out at 1.189 eV/A. As for the total charge: +1.

Structure (XYZ):
```
93
C37H40BMoN12O2 wB97M-V/def2-TZVPD
Mo 1.005 -0.082 -0.071
C -4.678 0.283 2.141
C -4.075 1.458 1.930
C -2.924 1.650 0.978
C -2.003 -0.547 0.735
C -3.243 -1.286 0.794
C -4.363 -0.960 1.478
N -0.925 -1.128 0.216
C -0.981 -2.123 -0.730
C -1.941 -2.084 -1.905
C -2.014 -3.433 -2.558
C -0.826 -3.861 -2.960
C 0.309 -2.971 -2.569
C 0.240 -2.648 -1.107
N 1.312 -2.151 -0.461
N 2.526 -2.523 -0.821
C 3.456 -1.729 -0.262
C 4.817 -2.083 -0.303
C 5.723 -1.338 0.402
C 5.273 -0.244 1.158
C 3.941 0.078 1.120
N 3.038 -0.607 0.401
H -5.507 0.250 2.838
H -4.400 2.324 2.496
H -2.476 2.626 1.193
H -3.186 -2.290 0.393
H -5.115 -1.736 1.564
H -2.904 -1.635 -1.690
H -2.958 -3.932 -2.729
H -0.654 -4.779 -3.506
H 1.293 -3.297 -2.890
H 5.097 -2.964 -0.862
H 6.771 -1.604 0.401
H 5.954 0.343 1.756
H 3.561 0.906 1.701
C 2.445 -2.742 2.437
C 1.319 -1.827 2.788
C 0.557 -1.968 3.947
C -0.356 -0.930 3.940
C -1.435 -0.650 4.928
N -0.134 -0.215 2.828
N 0.884 -0.753 2.104
B -0.838 1.056 2.369
N 0.253 2.062 1.939
N 1.267 1.756 1.081
C 2.049 2.841 0.974
C 3.278 3.002 0.140
C 1.527 3.850 1.786
C 0.397 3.323 2.381
C -0.496 3.990 3.371
N -1.863 0.691 1.268
N -0.209 1.142 -0.755
C -0.923 1.906 -1.446
C -0.276 2.860 -2.424
C -2.404 1.843 -1.488
C -3.303 1.687 -0.511
C -4.764 1.654 -0.863
H 2.535 -3.482 3.229
H 3.394 -2.211 2.365
H 2.270 -3.273 1.504
H 0.677 -2.727 4.701
H -1.167 -1.073 5.894
H -2.368 -1.114 4.601
H -1.618 0.416 5.043
H -1.438 1.553 3.275
H 3.460 2.166 -0.523
H 4.147 3.151 0.783
H 3.169 3.904 -0.465
H 1.938 4.836 1.919
H -0.182 5.024 3.491
H -0.438 3.499 4.342
H -1.538 3.977 3.051
H 0.782 2.960 -2.191
H -0.766 3.833 -2.390
H -0.371 2.462 -3.438
H -2.782 1.953 -2.501
H -4.901 1.798 -1.933
H -5.320 2.429 -0.331
H -5.201 0.697 -0.578
C -0.569 -1.808 -5.454
N 0.357 -1.255 -4.476
C 1.424 -0.523 -4.878
C 2.239 0.164 -4.049
C 1.868 0.162 -2.666
O 2.430 0.818 -1.730
N 0.838 -0.547 -2.257
C 0.053 -1.435 -3.070
O -1.315 -1.161 -2.859
H -0.140 -1.691 -6.445
H -1.528 -1.292 -5.414
H -0.743 -2.864 -5.267
H 1.591 -0.528 -5.948
H 3.096 0.715 -4.401
```

Atom charges from the Löwdin analysis, given in e for atoms 1 to 4: number 1, Mo, carries 1.91; number 2, C, carries -0.07; number 3, C, carries -0.01; number 4, C, carries -0.22